(1)
Computed, not measured: a molecular structure, C24H82BN24O20Pd2 in a non-equilibrium geometry, with wB97M-V/def2-TZVPD.

Output
- Kohn-Sham gap (alpha / beta) (eV) = 6.0 / 3.9
- E_LUMO (alpha / beta) (Ha) = -0.1640 / -0.2398
- expectation value of S² = 6.012
- E_HOMO (alpha / beta) (eV) = -10.444 / -10.444

```
! RIJCOSX wB97M-V def2-TZVPD def2/J DEFGRID3
* xyz 1 5
N -1.94970 0.15100 -0.07130
H -1.86976 -0.80396 0.24769
H -2.31342 0.83012 0.58184
H -2.54890 0.08070 -0.88131
H -1.10449 0.55445 -0.44938
N 0.07514 2.55725 1.70264
H 0.17719 3.56204 1.71233
H 0.66567 2.08203 2.37012
H 0.36322 2.30974 0.76677
H -0.92230 2.40740 1.75531
Pd -5.18236 4.54353 0.49869
Pd 0.58168 0.29504 -4.36605
B -0.51651 -0.95843 -5.95046
H -1.02154 -1.70745 -6.54050
H -1.04702 -0.78612 -5.02682
H 0.53142 -1.10136 -5.73680
H -0.54324 -0.02659 -6.49378
C -3.48472 2.81311 1.53244
O -4.57371 2.45449 1.00379
O -3.47726 4.00113 1.82888
O -2.51565 2.03334 1.65166
C 0.22396 1.57245 -2.11958
O 0.15934 1.91644 -0.92270
O -0.74256 1.06997 -2.72497
O 1.28738 1.54264 -2.73162
C 5.20357 -3.13565 -0.85304
O 4.52111 -1.87171 -1.11347
C 4.95926 -1.06109 -2.14735
C 4.76995 0.35504 -1.57398
N 5.35096 0.51835 -0.25033
C 6.77118 0.86138 -0.21313
C 7.31853 0.86023 1.31568
O 7.46239 -0.51894 1.62127
C 8.07442 -0.75792 2.86567
H 6.19566 -2.84905 -0.50414
H 5.25582 -3.78969 -1.72344
H 4.60401 -3.51502 -0.02557
H 4.47118 -1.24265 -3.10490
H 5.96972 -1.25109 -2.50924
H 3.68781 0.48554 -1.56640
H 5.25940 1.15319 -2.13209
H 5.24358 -0.26741 0.37508
H 6.87445 1.84833 -0.66409
H 7.32999 0.11853 -0.78234
H 6.59870 1.30586 2.00223
H 8.29236 1.34924 1.29093
H 9.04818 -0.27679 2.95737
H 8.10005 -1.78556 3.22816
H 7.38923 -0.39553 3.63203
C 5.21831 2.04470 5.93415
O 4.24030 2.47854 5.00120
C 4.65925 2.53102 3.67189
C 3.49050 2.95278 2.83454
N 2.41799 1.95541 2.76777
C 2.87565 0.90297 1.87488
C 1.89816 -0.24138 1.73354
O 1.86525 -1.18264 2.77911
C 0.77912 -2.11097 2.66291
H 5.87083 2.89421 6.13579
H 5.83699 1.21786 5.58533
H 4.92957 1.67911 6.91958
H 5.12503 1.56806 3.46245
H 5.39074 3.33903 3.68364
H 3.89000 3.24778 1.86424
H 3.16883 3.91188 3.24044
H 2.39879 1.43333 3.63216
H 3.84651 0.52966 2.20071
H 2.92269 1.41065 0.91148
H 2.08100 -0.74996 0.78696
H 0.87699 0.11694 1.60345
H -0.05759 -1.46789 2.93579
H 0.85065 -2.83850 3.47142
H 0.51730 -2.62183 1.73632
C -3.33756 -3.06963 -4.55765
O -4.22771 -3.61601 -4.05341
N -2.40685 -2.39819 -3.94612
N -3.05602 -3.12363 -5.82251
H -2.29983 -2.50184 -2.94717
H -1.85916 -1.76381 -4.50976
H -3.76942 -3.52849 -6.41178
H -2.28459 -2.50260 -6.02078
C -2.14674 -3.50623 0.31005
O -1.48499 -2.45347 0.31217
N -1.65239 -4.69350 0.50731
N -3.40313 -3.49940 -0.02264
H -2.28414 -5.47607 0.59996
H -0.68629 -4.79428 0.78408
H -4.01880 -2.70067 -0.07820
H -3.91256 -4.36086 0.11323
C -5.42239 -0.58722 -1.48754
O -4.20806 -0.49128 -1.70691
N -5.90134 0.10359 -0.54604
N -6.19571 -1.47320 -2.01907
H -5.27195 0.77880 -0.13607
H -6.87778 0.09630 -0.28796
H -7.17285 -1.58379 -1.78872
H -5.63361 -2.25305 -2.32887
C -3.94554 1.41765 -5.84995
O -4.83076 2.07633 -6.31486
N -3.97709 0.71119 -4.82322
N -2.78374 1.28968 -6.44839
H -3.13860 0.35730 -4.38528
H -4.71688 0.80889 -4.14259
H -2.69699 1.94118 -7.21528
H -1.99105 0.77336 -6.09462
C -3.71525 -5.90935 2.64930
O -4.24749 -6.09479 1.61909
N -3.20178 -6.83211 3.47312
N -3.64722 -4.82273 3.27818
H -3.20872 -7.73462 3.01977
H -2.73660 -6.61100 4.34193
H -3.28389 -4.63222 4.20111
H -3.98880 -4.00130 2.79998
C -2.90661 2.97073 5.42641
O -2.68369 3.10970 6.58916
N -3.59207 1.98611 4.92251
N -2.61552 3.88168 4.57259
H -4.16829 1.37272 5.48091
H -3.71545 1.97759 3.92011
H -2.28839 4.75596 4.95823
H -2.83766 3.88126 3.58732
C -4.41717 -0.98328 2.71402
O -4.66022 -2.14926 2.93356
N -5.26708 -0.00332 2.46972
N -3.20582 -0.43117 2.82516
H -6.24431 -0.14210 2.68389
H -5.03266 0.82353 1.93918
H -3.22540 0.55377 2.60241
H -2.33278 -0.93066 2.91683
C -2.93086 3.83254 -1.70719
O -3.88384 4.42107 -1.30041
N -3.11280 2.66080 -2.13211
N -1.70168 4.23503 -1.35348
H -4.02672 2.23899 -2.04887
H -2.35859 2.00875 -2.29370
H -1.77217 4.95736 -0.65108
H -0.98077 3.52832 -1.32246
C 2.93392 4.39276 -0.89769
O 3.54788 5.31654 -0.38224
N 3.28585 3.82894 -2.02589
N 1.78326 4.01539 -0.39243
H 2.67308 3.10484 -2.37273
H 4.13191 4.08382 -2.51509
H 1.29230 3.17453 -0.66076
H 1.45158 4.51734 0.41883
C 1.21831 -2.60194 -2.93975
O 0.97870 -1.47726 -3.28972
N 0.62305 -3.63304 -3.40160
N 1.98866 -2.94418 -1.92717
H 0.11108 -3.57905 -4.27055
H 1.12523 -4.50351 -3.30070
H 2.45995 -2.21912 -1.40537
H 1.88447 -3.90258 -1.62597
*
```

(2)
Computed, not measured: 18 unconnected molecules or ions with the total composition C24H90N6O18 in a non-equilibrium geometry, with wB97M-V/def2-TZVPD.

Output
- Kohn-Sham gap (eV) = 8.9
- E_LUMO (Ha) = -0.0097
- energy above the lowest of the compared OMol25 structures with the same formula, charge and spin (kcal/mol) = 41.32
- E_HOMO (eV) = -9.145

```
! RIJCOSX wB97M-V def2-TZVPD def2/J DEFGRID3
* xyz 0 1
C -24.39267 -2.01176 -1.84624
C -23.09043 -2.79832 -1.51843
C -22.18950 -2.82549 -2.72697
O -20.89955 -3.40117 -2.41410
C -20.89217 -4.82826 -2.31594
N -22.36861 -2.16384 -0.35311
H -24.21818 -0.97446 -2.16402
H -25.11998 -1.97843 -1.02361
H -24.98510 -2.48205 -2.65177
H -23.33500 -3.83302 -1.24654
H -21.94042 -1.79165 -3.02254
H -22.63020 -3.29842 -3.63128
H -20.94534 -5.23862 -3.32858
H -21.68697 -5.21369 -1.65651
H -19.97009 -5.14310 -1.82693
H -21.39799 -2.51067 -0.33269
H -22.24551 -1.16340 -0.55456
C -21.21826 -8.83646 -8.92242
C -20.62675 -7.47101 -9.27414
C -19.74431 -6.94870 -8.21285
O -20.42258 -6.76783 -7.00528
C -19.53627 -6.13050 -6.09340
N -19.88591 -7.43557 -10.53256
H -21.82471 -9.23263 -9.73982
H -21.79103 -8.79824 -7.99422
H -20.37725 -9.52811 -8.75801
H -21.50617 -6.77311 -9.28502
H -19.17349 -6.07846 -8.58515
H -18.98206 -7.74160 -7.99726
H -18.61821 -6.69598 -5.92810
H -20.09166 -6.08481 -5.15840
H -19.38325 -5.10720 -6.44362
H -20.45501 -7.57506 -11.36757
H -19.47495 -6.50079 -10.67153
C -27.21227 -8.73400 -9.62671
C -27.01419 -8.02351 -10.94682
C -28.25352 -8.17835 -11.82870
O -28.61606 -9.50841 -12.05631
C -28.09515 -10.03735 -13.25043
N -26.86741 -6.50078 -10.77193
H -28.21395 -8.54697 -9.22537
H -26.42302 -8.51230 -8.90263
H -27.14894 -9.83453 -9.73623
H -26.12426 -8.40743 -11.45344
H -28.04112 -7.65813 -12.77276
H -29.08155 -7.66885 -11.32370
H -27.00032 -10.06694 -13.23272
H -28.42273 -9.45620 -14.12675
H -28.47403 -11.05119 -13.34860
H -26.04892 -6.26480 -10.21595
H -27.67281 -6.24515 -10.18566
C -21.82457 -13.42052 -4.38616
C -21.13227 -12.50791 -5.34449
C -22.05953 -11.60082 -6.03700
O -22.89974 -12.30734 -6.85923
C -24.12601 -11.65451 -7.07263
N -20.15059 -11.66434 -4.63787
H -21.09203 -13.98812 -3.82189
H -22.56653 -14.02987 -4.89706
H -22.40255 -12.79776 -3.69131
H -20.64180 -13.07731 -6.16358
H -21.51250 -10.81228 -6.59126
H -22.64378 -11.01654 -5.29613
H -24.51060 -11.22763 -6.12850
H -24.83424 -12.40783 -7.40352
H -24.03367 -10.84415 -7.80683
H -19.65656 -11.05245 -5.29918
H -19.39465 -12.22740 -4.24373
C -25.35832 -2.38255 -9.13590
C -24.92219 -2.39175 -10.58425
C -23.71159 -3.30122 -10.74360
O -22.75057 -2.99434 -9.82607
C -21.82835 -3.97184 -9.73385
N -26.08043 -2.87398 -11.38311
H -25.60635 -3.39163 -8.83134
H -26.20444 -1.70052 -9.03491
H -24.56819 -2.01397 -8.47765
H -24.61135 -1.38781 -10.87760
H -23.33236 -3.20262 -11.78622
H -24.00715 -4.36908 -10.64269
H -21.13587 -3.68429 -8.94432
H -21.23925 -4.05996 -10.66754
H -22.27917 -4.94453 -9.49852
H -25.93941 -2.69737 -12.37698
H -26.18998 -3.88653 -11.28141
C -24.26044 -5.46739 -7.63563
C -24.63785 -5.20256 -6.17459
C -25.58193 -4.02009 -6.08681
O -26.00882 -3.92171 -4.74178
C -26.98519 -2.94823 -4.57231
N -25.26529 -6.46330 -5.60202
H -23.98607 -4.54623 -8.15083
H -25.10424 -5.94390 -8.15418
H -23.41336 -6.14958 -7.69918
H -23.73217 -4.97772 -5.59433
H -26.44511 -4.24736 -6.75834
H -25.11778 -3.08439 -6.42764
H -26.55088 -1.94858 -4.70405
H -27.32976 -3.06308 -3.54936
H -27.82087 -3.09024 -5.26556
H -25.86320 -6.19455 -4.80555
H -25.94991 -6.76901 -6.31091
O -15.28849 -5.33056 -6.17448
H -15.88203 -4.68917 -6.62876
H -15.62034 -6.20565 -6.45653
O -17.21492 -9.24945 -4.62062
H -17.68239 -8.57164 -4.05817
H -16.78134 -8.74020 -5.33543
O -17.28669 -3.36816 -4.26133
H -17.24660 -3.73112 -5.15776
H -17.11817 -4.12835 -3.68625
O -20.82937 -8.18689 -13.36188
H -20.68440 -9.04796 -13.79381
H -20.81785 -7.53788 -14.08792
O -16.19994 -7.93566 -6.99518
H -16.72414 -8.64522 -7.40887
H -15.28894 -8.07521 -7.32619
O -18.02693 -9.61850 -11.49367
H -18.79700 -9.02153 -11.29066
H -17.89678 -10.15013 -10.67349
O -18.26555 -11.45440 -9.26018
H -18.75068 -12.29512 -9.24007
H -18.13757 -11.21401 -8.32911
O -18.15502 -5.03890 -11.77744
H -18.98552 -4.83001 -12.23008
H -17.84516 -5.91326 -12.16507
O -19.15703 -7.84366 -3.08569
H -19.33204 -7.84877 -2.13209
H -19.76083 -8.52443 -3.44954
O -17.21940 -3.92743 -7.61871
H -17.28927 -4.31751 -8.50868
H -17.23614 -2.96376 -7.76832
O -17.49496 -7.51522 -13.25066
H -18.43399 -7.37405 -13.44643
H -17.49802 -8.32940 -12.65858
O -22.66147 -7.85842 -5.35204
H -23.58771 -7.50528 -5.58662
H -21.95737 -7.32023 -5.79989
*
```